No. 1
Computed, not measured: 2 unconnected molecules or ions with the total composition C9H13BClF2N5O5P, with ωB97M-V/def2-TZVPD.

* electronic energy: -55162.921 eV
* total charge: -1
* F_max: 0.61 eV/Å
* HOMO energy: -6.51 eV
* M: 386.47 g mol⁻¹
* 2S+1: 1

Each atom is followed by the atoms it is bonded to, with distances in Å.
Element x y z (Å)
1 C 1.61662 0.95154 1.28036  P2 1.819, H16 1.093, H17 1.092, H18 1.092
2 P 0.84953 0.95370 -0.36903  C1 1.819, O3 1.673, C4 1.919
3 O -0.11124 2.31926 -0.25733  P2 1.673, H19 0.962
4 C -0.48569 -0.39752 -0.09922  P2 1.919, C5 1.465, C7 1.588, H20 1.096
5 C 0.20031 -1.68964 -0.01858  C4 1.465, N6 1.145
6 N 0.74084 -2.69853 0.02725  C5 1.145
7 C -1.60997 -0.27399 1.01545  C4 1.588, Cl8 1.815, C9 1.473, C11 1.552
8 Cl -1.42581 -1.56970 2.27351  C7 1.815
9 C -1.52356 0.97216 1.79600  C7 1.473, N10 1.144
10 N -1.45370 1.92859 2.41952  C9 1.144
11 C -3.01952 -0.44346 0.38735  C7 1.552, C12 1.552, H21 1.095, H22 1.091
12 C -3.78852 0.83993 -0.02362  C11 1.552, N13 1.458, N14 1.465, N15 1.457
13 N -2.97641 1.75620 -0.81501  C12 1.458, H23 1.013, H24 1.014
14 N -4.94757 0.46947 -0.83858  C12 1.465, H25 1.015, H26 1.013
15 N -4.33776 1.47449 1.16719  C12 1.457, H27 1.016, H28 1.016
16 H 1.63471 -0.06342 1.68608  C1 1.093
17 H 1.08013 1.61533 1.96100  C1 1.092
18 H 2.64832 1.28516 1.15364  C1 1.092
19 H -0.13969 2.68960 -1.14512  O3 0.962
20 H -1.02030 -0.42456 -1.05564  C4 1.096
21 H -2.91756 -1.08103 -0.49749  C11 1.095
22 H -3.64674 -0.97016 1.10775  C11 1.091
23 H -2.38338 2.33467 -0.23223  N13 1.013
24 H -2.39084 1.26750 -1.48298  N13 1.014
25 H -5.40417 -0.34986 -0.45101  N14 1.015
26 H -4.65454 0.26268 -1.78606  N14 1.013
27 H -3.66249 2.09449 1.60574  N15 1.016
28 H -5.10226 2.05930 0.84134  N15 1.016
29 B 6.44410 -1.93454 -0.46422  O30 1.502, O35 1.507, F36 1.386, F37 1.384
30 O 6.16429 -2.15676 -1.92298  B29 1.502, C31 1.312
31 C 4.93989 -1.78742 -2.21803  O30 1.312, O32 1.202, C33 1.548
32 O 4.41317 -1.82792 -3.29826  C31 1.202
33 C 4.27746 -1.26860 -0.91925  C31 1.548, O34 1.206, O35 1.308
34 O 3.15396 -0.83835 -0.83466  C33 1.206
35 O 5.14863 -1.36414 0.05224  B29 1.507, C33 1.308
36 F 7.46929 -1.01589 -0.30094  B29 1.386
37 F 6.73109 -3.13188 0.16715  B29 1.384

No. 2
Computed, not measured: C4H6OS in the gas phase, with ωB97M-V/def2-TZVPD.

* electronic energy: -17126.517 eV
* energy above the lowest of the compared OMol25 structures with the same formula, charge and spin: 1.6124 eV
* total charge: 0
* F_max: 2.97 eV/Å
* HOMO energy: -8.84 eV
* M: 102.16 g mol⁻¹
* structure (SMILES): C1OC[C@H]2S[C@@H]12
* 2S+1: 1

Each atom is followed by the atoms it is bonded to, with distances in Å.
Element x y z (Å)
1 C 0.47900 -1.06161 0.61310  C4 1.581, H5 1.059, H6 1.101, O11 1.381
2 C -1.29192 0.24869 0.02009  C3 1.493, H7 1.041, H8 1.156, O11 1.393
3 C -0.07049 0.91813 -0.51800  C2 1.493, C4 1.459, H9 1.057, S12 1.759
4 C 1.11832 0.13693 -0.19530  C1 1.581, C3 1.459, H10 1.121, S12 1.802
5 H 0.93954 -1.92383 0.20689  C1 1.059
6 H 0.78742 -0.82132 1.64263  C1 1.101
7 H -1.64770 0.70028 0.88788  C2 1.041
8 H -2.11584 0.10874 -0.77913  C2 1.156
9 H -0.08364 1.97320 -0.44923  C3 1.057
10 H 2.09849 0.56635 0.13910  C4 1.121
11 O -0.88064 -1.03560 0.37084  C1 1.381, C2 1.393
12 S 0.66746 0.19003 -1.93886  C3 1.759, C4 1.802

Among the records above, which one has the lowest total charge?
C9H13BClF2N5O5P

Repeat the first record exactly.
Computed, not measured: 2 unconnected molecules or ions with the total composition C9H13BClF2N5O5P, with ωB97M-V/def2-TZVPD.

* electronic energy: -55162.921 eV
* total charge: -1
* F_max: 0.61 eV/Å
* HOMO energy: -6.51 eV
* M: 386.47 g mol⁻¹
* 2S+1: 1

Each atom is followed by the atoms it is bonded to, with distances in Å.
Element x y z (Å)
1 C 1.61662 0.95154 1.28036  P2 1.819, H16 1.093, H17 1.092, H18 1.092
2 P 0.84953 0.95370 -0.36903  C1 1.819, O3 1.673, C4 1.919
3 O -0.11124 2.31926 -0.25733  P2 1.673, H19 0.962
4 C -0.48569 -0.39752 -0.09922  P2 1.919, C5 1.465, C7 1.588, H20 1.096
5 C 0.20031 -1.68964 -0.01858  C4 1.465, N6 1.145
6 N 0.74084 -2.69853 0.02725  C5 1.145
7 C -1.60997 -0.27399 1.01545  C4 1.588, Cl8 1.815, C9 1.473, C11 1.552
8 Cl -1.42581 -1.56970 2.27351  C7 1.815
9 C -1.52356 0.97216 1.79600  C7 1.473, N10 1.144
10 N -1.45370 1.92859 2.41952  C9 1.144
11 C -3.01952 -0.44346 0.38735  C7 1.552, C12 1.552, H21 1.095, H22 1.091
12 C -3.78852 0.83993 -0.02362  C11 1.552, N13 1.458, N14 1.465, N15 1.457
13 N -2.97641 1.75620 -0.81501  C12 1.458, H23 1.013, H24 1.014
14 N -4.94757 0.46947 -0.83858  C12 1.465, H25 1.015, H26 1.013
15 N -4.33776 1.47449 1.16719  C12 1.457, H27 1.016, H28 1.016
16 H 1.63471 -0.06342 1.68608  C1 1.093
17 H 1.08013 1.61533 1.96100  C1 1.092
18 H 2.64832 1.28516 1.15364  C1 1.092
19 H -0.13969 2.68960 -1.14512  O3 0.962
20 H -1.02030 -0.42456 -1.05564  C4 1.096
21 H -2.91756 -1.08103 -0.49749  C11 1.095
22 H -3.64674 -0.97016 1.10775  C11 1.091
23 H -2.38338 2.33467 -0.23223  N13 1.013
24 H -2.39084 1.26750 -1.48298  N13 1.014
25 H -5.40417 -0.34986 -0.45101  N14 1.015
26 H -4.65454 0.26268 -1.78606  N14 1.013
27 H -3.66249 2.09449 1.60574  N15 1.016
28 H -5.10226 2.05930 0.84134  N15 1.016
29 B 6.44410 -1.93454 -0.46422  O30 1.502, O35 1.507, F36 1.386, F37 1.384
30 O 6.16429 -2.15676 -1.92298  B29 1.502, C31 1.312
31 C 4.93989 -1.78742 -2.21803  O30 1.312, O32 1.202, C33 1.548
32 O 4.41317 -1.82792 -3.29826  C31 1.202
33 C 4.27746 -1.26860 -0.91925  C31 1.548, O34 1.206, O35 1.308
34 O 3.15396 -0.83835 -0.83466  C33 1.206
35 O 5.14863 -1.36414 0.05224  B29 1.507, C33 1.308
36 F 7.46929 -1.01589 -0.30094  B29 1.386
37 F 6.73109 -3.13188 0.16715  B29 1.384

Among the records above, which one has the lowest electronic energy?
C9H13BClF2N5O5P